This record from OMol25 describes 2 unconnected molecules or ions with the total composition C2H4N2O2 in a non-equilibrium geometry. The level of theory is the ωB97M-V functional and the def2-TZVPD basis.

ORCA input file:
```
! RIJCOSX wB97M-V def2-TZVPD def2/J DEFGRID3
* xyz 0 3
C -0.0675 -1.5568 -0.1291
C 1.5386 0.0686 0.6067
N -2.2115 0.8877 -0.6030
N 0.6642 -1.0558 0.6632
O -0.8211 -2.2238 -0.7193
O -1.6645 1.9192 -0.2996
H 1.1809 0.8688 1.2689
H 1.5038 0.3770 -0.3750
H 2.5816 -0.2737 1.0816
H -2.7046 0.9888 -1.4943
*
```

Summary:
Relative energy (zero: lowest compared OMol25 entry of this formula, charge and spin)   0.0 kcal/mol

Löwdin atomic charge list, values in e, 5 entries:
1 C -0.3748
2 C -0.1061
3 N -0.0177
4 N 0.0560
5 O 0.1373